C9H38NO11 | ωB97M-V/def2-TZVPD

Output
Highest occupied orbital energy (alpha / beta): -9.44 / -9.44 eV
E: -1247.90583 a.u.
2S+1: 2
Gap between HOMO and LUMO (alpha / beta): 9.25 / 4.97 eV

Structure (XYZ):
```
59
Properties=species:S:1:pos:R:3:nbo_charge:R:1
O 2.24 -0.95 -0.20 -1.247
H 2.21 -1.89 0.10 0.433
O -0.09 -2.84 -2.06 -0.993
H 0.82 -2.83 -2.35 0.490
H -0.08 -3.33 -1.23 0.482
O 2.96 -1.22 2.24 -0.976
H 2.68 -1.08 1.33 0.475
H 3.35 -2.09 2.24 0.454
O 4.79 -1.13 -0.64 -0.999
H 5.00 -0.60 -1.41 0.472
H 3.85 -1.00 -0.51 0.494
O 5.11 -3.80 -0.38 -0.980
H 5.64 -3.72 -1.17 0.481
H 4.84 -2.91 -0.18 0.498
O 2.80 1.62 0.64 -0.945
H 1.92 1.83 0.97 0.440
H 2.71 0.75 0.26 0.497
O 2.77 -4.72 0.80 -0.982
H 2.74 -5.59 0.39 0.475
H 3.54 -4.30 0.43 0.493
O 1.44 0.00 -2.38 -1.008
H 1.79 -0.22 -1.52 0.496
H 1.00 -0.80 -2.67 0.469
O 2.68 -2.86 -2.27 -0.968
H 3.32 -2.38 -2.80 0.479
H 2.60 -2.36 -1.47 0.484
O 0.04 -3.34 1.06 -0.934
H -0.36 -2.47 1.06 0.452
H 0.96 -3.19 0.88 0.484
C -2.85 2.70 -1.74 -0.597
C -1.74 2.61 -0.55 0.085
C -2.04 3.76 0.61 -0.411
C -3.03 3.40 1.63 -0.434
C -2.99 1.99 2.20 -0.407
C -2.87 0.91 1.08 0.103
N -1.70 1.33 0.14 0.263
O -1.42 0.24 -0.59 -0.470
C -2.57 -0.39 1.88 -0.636
C -4.21 0.68 0.41 -0.642
C -0.35 2.88 -1.19 -0.640
H -2.79 1.89 -2.46 0.245
H -2.53 3.59 -2.29 0.237
H -3.88 2.96 -1.50 0.226
H -1.15 4.30 0.94 0.240
H -2.50 4.62 0.13 0.234
H -4.07 3.60 1.35 0.208
H -2.84 4.07 2.46 0.239
H -3.79 1.77 2.90 0.236
H -2.13 1.89 2.85 0.218
H -2.38 -1.20 1.18 0.229
H -1.69 -0.46 2.51 0.240
H -3.43 -0.61 2.53 0.238
H -4.70 1.61 0.11 0.220
H -4.24 -0.06 -0.39 0.247
H -4.92 0.24 1.11 0.247
H -0.22 2.55 -2.22 0.258
H 0.51 2.56 -0.61 0.246
H -0.27 3.96 -1.34 0.229
H -0.53 0.01 -0.33 0.538
```